(1)
Entry from OMol25: a 2-piece molecular cluster, C28H32NO3 overall (the ωB97M-V functional and the def2-TZVPD basis).

The geometry in XYZ format:
```
64
Properties=species:S:1:pos:R:3
C 1.566 0.184 2.370
N 3.013 0.217 2.698
C 3.714 -1.004 2.241
C 5.190 -0.966 2.621
O 5.822 0.206 2.128
C 5.198 1.382 2.620
C 3.723 1.431 2.237
H 1.070 1.069 2.763
H 1.422 0.151 1.292
H 1.101 -0.695 2.809
H 3.219 -1.877 2.681
H 3.603 -1.087 1.156
H 5.314 -0.977 3.709
H 5.734 -1.831 2.221
H 5.322 1.392 3.708
H 5.751 2.242 2.222
H 3.615 1.509 1.152
H 3.234 2.310 2.671
C -4.732 -5.568 1.273
O -4.388 -5.293 -0.066
C -3.734 -4.083 -0.267
C -3.369 -3.750 -1.581
C -2.707 -2.588 -1.868
C -2.408 -1.662 -0.854
C -1.696 -0.409 -1.125
C -0.543 -0.444 -1.942
C 0.164 0.653 -2.334
C 1.355 0.620 -3.136
C 2.048 1.813 -3.387
C 3.220 1.809 -4.107
C 3.728 0.623 -4.604
C 3.056 -0.563 -4.377
C 1.885 -0.572 -3.656
C -2.178 0.840 -0.520
C -3.539 1.182 -0.608
C -4.011 2.343 -0.063
C -3.167 3.216 0.642
O -3.732 4.367 1.176
C -2.828 5.201 1.858
C -1.813 2.858 0.761
C -1.331 1.716 0.183
C -2.787 -1.987 0.458
C -3.409 -3.169 0.747
H -5.268 -6.518 1.300
H -3.830 -5.652 1.882
H -5.384 -4.782 1.659
H -3.622 -4.442 -2.363
H -2.442 -2.356 -2.885
H -0.208 -1.415 -2.256
H -0.172 1.622 -2.013
H 1.658 2.736 -2.993
H 3.751 2.732 -4.271
H 4.649 0.621 -5.164
H 3.457 -1.489 -4.754
H 1.378 -1.505 -3.484
H -4.201 0.524 -1.144
H -5.048 2.610 -0.163
H -3.367 6.079 2.214
H -2.410 4.670 2.715
H -2.034 5.524 1.183
H -1.147 3.482 1.327
H -0.292 1.462 0.289
H -2.536 -1.302 1.249
H -3.632 -3.408 1.770
```

Orbital gap, eV: 5.379
HOMO, eV: -10.575
Total charge: +1
LUMO, eV: -5.2

Results of the Mulliken charge analysis, in e, for atoms 1 through 5:
1. C -0.974
2. N -0.144
3. C -0.451
4. C -0.622
5. O -0.390


(2)
Entry from OMol25: a 12-piece molecular cluster, C24H72O12S3 overall (the ωB97M-V functional and the def2-TZVPD basis).

The geometry in XYZ format:
```
111
Properties=species:S:1:pos:R:3
C -3.542 -1.879 3.918
C -4.392 -3.055 4.124
O -5.639 -2.618 3.669
H -2.554 -2.192 3.997
H -3.545 -1.167 4.647
H -3.833 -1.212 3.042
H -4.238 -3.367 5.025
H -3.945 -3.971 3.356
H -6.171 -3.370 3.990
C -3.653 -3.963 0.332
C -5.055 -3.600 0.048
O -5.728 -4.466 -0.891
H -3.559 -4.948 0.828
H -3.222 -3.237 0.894
H -3.213 -4.044 -0.467
H -5.002 -2.434 -0.395
H -5.642 -3.698 1.020
H -6.526 -4.051 -1.318
C 2.647 -3.962 -3.493
C 3.120 -2.579 -3.364
O 2.942 -1.943 -4.639
H 3.053 -4.447 -4.376
H 1.779 -3.770 -3.841
H 2.724 -4.559 -2.529
H 4.139 -2.426 -3.046
H 2.378 -2.059 -2.691
H 2.580 -0.881 -4.563
C 0.950 0.549 -3.152
C 1.445 1.435 -4.347
O 2.273 0.619 -5.020
H 0.475 -0.456 -3.494
H -0.139 1.062 -2.991
H 1.635 0.279 -2.322
H 1.767 2.268 -3.879
H 0.454 1.990 -4.802
H 2.429 1.001 -6.031
C 4.420 1.510 -1.485
C 3.958 2.325 -0.224
O 4.935 1.950 0.794
H 5.308 1.799 -1.494
H 3.904 1.878 -2.524
H 4.068 0.430 -1.322
H 3.051 1.752 0.134
H 3.812 3.197 -0.630
H 4.942 2.538 1.460
C 3.456 -3.403 1.306
C 4.224 -2.251 0.694
O 3.367 -1.108 0.295
H 3.367 -3.448 2.250
H 4.095 -4.279 1.420
H 2.664 -3.691 0.599
H 5.009 -2.754 -0.139
H 4.974 -1.853 1.576
H 3.511 -0.545 1.038
C -4.599 2.570 -0.947
C -3.909 1.969 0.224
O -2.828 1.159 -0.273
H -4.924 1.874 -1.535
H -4.033 3.156 -1.532
H -5.446 3.057 -0.308
H -4.596 1.394 0.723
H -3.530 2.811 0.763
H -2.722 0.537 0.442
C 0.433 4.373 3.056
C 1.603 3.615 3.523
O 0.992 2.511 4.140
H -0.260 3.752 2.487
H 0.820 5.207 2.612
H -0.175 4.819 3.882
H 2.197 4.195 4.254
H 2.058 3.169 2.706
H 1.586 2.133 4.801
C 0.787 3.919 -1.317
C 1.448 5.111 -1.758
O 2.271 4.805 -2.932
H 1.611 3.291 -1.015
H 0.100 3.320 -2.189
H 0.267 4.123 -0.328
H 2.174 5.617 -1.067
H 0.634 5.834 -2.021
H 2.315 5.487 -3.443
C -3.428 -1.389 -2.187
S -2.924 -0.394 -3.507
O -2.137 -1.409 -4.271
C -4.420 -0.167 -4.292
H -2.454 -1.587 -1.565
H -3.728 -2.264 -2.461
H -4.037 -0.824 -1.439
H -4.561 -1.124 -4.504
H -4.531 0.144 -5.239
H -5.281 0.476 -3.593
C 3.535 0.260 3.759
S 2.892 0.049 5.424
O 2.370 1.419 5.960
C 1.357 -0.670 4.753
H 4.576 0.640 3.933
H 3.109 0.987 3.055
H 3.586 -0.633 3.261
H 0.888 0.036 4.046
H 0.709 -1.068 5.569
H 1.637 -1.588 4.003
C 0.235 0.860 0.940
S -0.450 -0.695 1.434
O -1.922 -0.454 1.477
C -0.158 -1.683 -0.044
H 1.391 0.641 0.708
H 0.097 1.656 1.716
H -0.211 1.108 -0.080
H -0.761 -0.832 -0.551
H -0.723 -2.573 0.088
H 0.841 -1.618 -0.337
```

Orbital gap, eV: 8.839
HOMO, eV: -8.559
LUMO, eV: 0.3

Results of the Mulliken charge analysis, in e, for atoms 1 through 5:
1. C -1.270
2. C -0.200
3. O -0.511
4. H 0.350
5. H 0.753


(3)
Entry from OMol25: a 2-piece molecular cluster, C4H9NO2 overall (the ωB97M-V functional and the def2-TZVPD basis).

The geometry in XYZ format:
```
16
Properties=species:S:1:pos:R:3
C -1.025 -1.240 -2.287
C -0.969 -1.213 -0.960
O -1.797 -0.354 -0.279
C -0.081 -2.078 -0.132
H -0.424 -1.943 -2.840
H -1.694 -0.580 -2.820
H -1.535 -0.370 0.645
H 0.360 -2.848 -0.759
H 0.694 -1.494 0.360
H -0.689 -2.580 0.629
C 1.667 1.732 1.037
N 0.781 2.311 1.885
O 1.434 0.762 0.361
H 2.642 2.239 1.013
H -0.191 2.013 1.825
H 0.988 3.186 2.336
```

Structure (SMILES): C=C(C)O.NC=O
Orbital gap, eV: 9.073
HOMO, eV: -8.358
LUMO, eV: 0.7

Results of the Mulliken charge analysis, in e, for atoms 1 through 5:
1. C -0.942
2. C 0.935
3. O -0.535
4. C -1.259
5. H 0.248


(4)
Entry from OMol25: C24H25FN5O6RuS2 as an isolated structure (the ωB97M-V functional and the def2-TZVPD basis).

The geometry in XYZ format:
```
64
Properties=species:S:1:pos:R:3
Ru 0.117 0.869 0.089
C -0.680 -3.301 0.885
C 0.082 -1.992 0.924
C 0.938 -1.881 2.177
O -0.876 -0.898 0.845
C 0.952 -1.828 -0.337
O 1.482 -2.804 -0.825
O 1.078 -0.613 -0.803
H -1.248 -3.435 1.808
H 0.023 -4.123 0.769
H -1.366 -3.313 0.038
H 0.332 -2.071 3.066
H 1.400 -0.901 2.263
H 1.730 -2.629 2.135
H -1.200 -0.627 1.719
S 2.168 1.397 1.102
C 2.618 2.197 -0.346
S 1.191 2.410 -1.263
C 3.832 2.675 -0.816
C 3.779 3.418 -2.038
N 3.689 3.980 -3.049
C 5.064 2.547 -0.110
N 6.062 2.449 0.457
C -0.219 7.417 0.408
C -1.555 6.991 -0.188
N -1.614 5.554 -0.467
C -1.950 4.712 0.534
C -1.912 3.359 0.435
C -1.904 2.543 1.693
O -2.657 2.794 2.616
O -0.923 1.692 1.698
C -1.739 2.753 -0.831
O -1.737 1.518 -1.059
C -1.315 3.656 -1.898
C -0.833 3.074 -3.073
C -0.089 3.828 -3.918
F 0.427 3.273 -5.035
C 0.229 5.162 -3.621
C -0.375 5.776 -2.549
C -1.156 5.021 -1.661
N 1.272 5.847 -4.310
C 0.937 6.694 -5.429
C 2.074 7.677 -5.654
N 3.358 6.909 -5.845
C 3.648 6.000 -4.665
C 2.484 5.058 -4.533
H -0.210 8.493 0.580
H 0.613 7.162 -0.249
H -0.050 6.916 1.362
H -1.775 7.525 -1.111
H -2.367 7.214 0.502
H -2.167 5.172 1.491
H -0.972 2.013 -3.234
H -0.079 6.788 -2.312
H 0.027 7.255 -5.218
H 0.760 6.119 -6.355
H 2.222 8.305 -4.778
H 1.920 8.294 -6.537
H 4.135 7.546 -6.010
H 3.266 6.323 -6.678
H 3.743 6.640 -3.790
H 4.586 5.483 -4.854
H 2.679 4.400 -3.678
H 2.419 4.424 -5.430
```

Orbital gap (spin up / spin down), eV: 6.178 / 5.982
Spin multiplicity: 2
Expectation value of S²: 0.7573
HOMO (spin up / spin down), eV: -7.322 / -7.126
LUMO (spin up / spin down), eV: -1.1 / -1.1

Results of the Mulliken charge analysis, in e, for atoms 1 through 5:
1. Ru 0.332
2. C -1.772
3. C 1.848
4. C -1.594
5. O -0.545


Table of strongest force on any atom (eV/Å), in record order: 2.380; 10.272; 0.569; 7.343